Entry A
21
Properties=species:S:1:pos:R:3 method="wB97M-V/def2-TZVPD" spin_multiplicity=1 total_charge=-1 lumo_energy_ev=3.297
N -1.48 2.17 -1.68
C -1.12 0.86 -2.20
C -1.18 -0.35 -1.30
N 0.03 -0.38 -0.42
C -0.19 -1.43 0.61
C -0.10 -1.03 2.16
O 0.50 -2.05 2.83
H -0.92 2.60 -0.94
H -2.32 2.16 -1.07
H -1.88 0.71 -2.98
H -0.15 0.85 -2.76
H -0.98 -1.23 -1.95
H -2.06 -0.65 -0.73
H 0.36 0.52 -0.10
H 0.64 -2.12 0.54
H -1.06 -2.06 0.42
H 0.57 -0.14 2.08
H -1.15 -0.94 2.47
H 3.71 1.01 0.20
H 2.78 1.83 -0.67
O 3.03 1.69 0.24

---

Entry B
21
Properties=species:S:1:pos:R:3 method="wB97M-V/def2-TZVPD" spin_multiplicity=1 total_charge=-1 lumo_energy_ev=4.035
C -0.19 0.44 1.42
C -1.73 0.57 1.42
C -2.44 -0.33 0.40
N -1.75 -0.37 -0.91
N 0.46 1.53 0.64
C 1.24 1.04 -0.65
O 1.67 -0.18 -0.43
H 0.16 0.46 2.45
H 0.13 -0.56 1.07
H -2.06 1.59 1.21
H -2.12 0.38 2.50
H -2.44 -1.37 0.75
H -3.44 0.07 0.29
H -1.67 0.56 -1.33
H -0.80 -0.72 -0.77
H 1.14 1.95 1.26
H 0.57 1.30 -1.51
H 2.05 1.83 -0.73
H 3.12 -2.56 -1.22
H 2.02 -1.47 -1.19
O 2.25 -2.37 -1.59

---

Result of the stability comparison: entry A is the least stable of them.

---

Entry A
18
Properties=species:S:1:pos:R:3 method="wB97M-V/def2-TZVPD" spin_multiplicity=1 smiles="N#CCO.C=O.CN" lumo_energy_ev=0.097
N 0.04 -1.04 1.78
C 0.52 -0.83 0.75
C 1.92 -0.39 0.01
O 1.79 0.22 -1.25
H 2.32 -1.40 -0.20
H 2.65 0.11 0.67
H 1.29 1.04 -1.16
C 0.28 2.12 1.02
O -0.03 2.15 -0.16
H -0.48 2.30 1.80
H 1.27 2.05 1.46
C -2.09 -1.25 -0.47
N -0.86 -0.52 -0.75
H -2.34 -1.12 0.58
H -1.92 -2.31 -0.64
H -2.93 -0.92 -1.10
H -0.97 0.51 -0.67
H -0.49 -0.71 -1.68

---

Entry B
18
Properties=species:S:1:pos:R:3 method="wB97M-V/def2-TZVPD" spin_multiplicity=1 lumo_energy_ev=0.701
C 1.50 -0.24 -0.09
C -0.94 2.20 0.26
C -1.34 -2.41 0.33
N -0.06 1.90 -0.84
C -0.02 -1.94 -0.22
N 1.16 1.60 -0.48
O 0.25 -0.69 0.25
O 0.60 -2.51 -1.08
H 1.51 1.97 0.43
H 1.82 1.69 -1.25
H 1.90 -0.64 -1.01
H 2.19 -0.20 0.75
H -1.59 1.35 0.50
H -1.57 3.03 -0.05
H -0.39 2.47 1.18
H -2.12 -2.13 -0.38
H -1.34 -3.50 0.42
H -1.55 -1.94 1.28

---

Result of the stability comparison: entry B is the least stable of them.

---

Entry A
18
Properties=species:S:1:pos:R:3 method="wB97M-V/def2-TZVPD" spin_multiplicity=1 smiles="O=CNCCNCO" lumo_energy_ev=0.597
O 0.49 -2.22 -1.69
C 0.29 -1.36 -2.58
N -0.47 -0.30 -2.28
C -1.21 -0.09 -1.04
C -0.20 -0.40 0.10
N -0.17 0.75 1.11
C 0.84 0.55 2.14
O 0.96 1.67 3.09
H 0.78 -1.29 -3.49
H -0.52 0.58 -2.92
H -1.54 0.96 -0.86
H -2.09 -0.74 -0.75
H 0.79 -0.86 -0.10
H -0.67 -1.21 0.74
H -0.06 1.63 0.67
H 0.64 -0.29 2.97
H 1.90 0.39 1.80
H 0.23 2.23 3.13

---

Entry B
18
Properties=species:S:1:pos:R:3 method="wB97M-V/def2-TZVPD" spin_multiplicity=1 lumo_energy_ev=-0.079
N 2.49 -0.97 0.46
C 1.44 -0.13 1.12
C 0.93 0.58 -0.18
N -0.37 0.30 -0.80
C -1.15 -0.89 -0.54
C -2.39 -0.60 0.26
O -2.81 0.83 0.10
O 1.82 1.31 -0.67
H 3.09 -1.36 1.18
H 3.06 -0.45 -0.20
H 0.82 -0.80 1.66
H 1.84 0.72 1.68
H 0.69 -0.36 -0.92
H -1.36 -1.46 -1.43
H -0.57 -1.67 0.02
H -3.27 -1.16 -0.06
H -2.28 -0.69 1.37
H -1.95 1.11 -0.32

---

Result of the stability comparison: entry B is the least stable of them.